Entry 1:
Entry from OMol25: a structure of composition C10H16BrNO4PdSe3 (ωB97M-V with the def2-TZVPD basis set).

Each line ends with the natural charge from an NBO analysis.
Element x y z (Å)
Pd  -0.859  -0.090  -0.219  0.727
C  -0.086  -3.730  0.141  -0.813
Se  -1.608  -2.512  0.249  0.491
C  -2.241  -2.745  -1.573  -0.600
C  -1.174  -2.504  -2.623  -0.581
Se  -0.422  -0.691  -2.502  0.526
C  1.474  -1.111  -2.571  -0.789
H  0.311  -3.847  1.147  0.242
H  0.707  -3.361  -0.505  0.210
H  -0.426  -4.702  -0.211  0.226
H  -3.054  -2.021  -1.646  0.276
H  -2.651  -3.749  -1.681  0.233
H  -1.599  -2.594  -3.622  0.240
H  -0.350  -3.213  -2.545  0.222
H  1.780  -1.692  -1.705  0.224
H  1.990  -0.154  -2.567  0.250
H  1.689  -1.642  -3.495  0.229
C  1.983  2.044  3.632  -0.630
C  1.630  2.240  2.191  -0.049
C  1.636  3.501  1.594  -0.126
C  1.275  3.645  0.273  -0.253
C  0.887  2.507  -0.421  0.181
Br  0.457  2.681  -2.247  0.100
N  0.840  1.302  0.122  -0.519
C  1.220  1.182  1.407  0.077
H  2.829  2.668  3.921  0.221
H  2.244  1.007  3.841  0.221
H  1.138  2.308  4.271  0.238
H  1.924  4.373  2.169  0.223
H  1.268  4.606  -0.218  0.241
H  1.159  0.185  1.822  0.210
O  -3.319  0.054  -0.302  -1.107
Se  -2.902  1.319  0.708  2.694
O  -4.015  1.743  1.775  -0.997
O  -1.563  0.517  1.540  -0.966
O  -2.173  2.476  -0.149  -1.072

Its charge is 0. As for the maximum force: 0.99 eV/Å. The calculation puts the calculated total energy at -10652.4138 Eh. The gap between HOMO and LUMO is 0.268 Eh.

Entry 2:
Entry from OMol25: a structure of composition C10H16CeClSeTl at a distorted geometry (ωB97M-V with the def2-TZVPD basis set).

Each line ends with the Mulliken spin population.
Element x y z (Å)
Tl  -0.565  1.195  0.739  0.514
Cl  -1.111  3.515  0.156  0.058
C  -2.239  -0.073  1.255  0.131
H  -2.021  -0.514  2.235  -0.002
H  -2.276  -0.841  0.463  0.013
H  -3.131  0.567  1.266  -0.011
Ce  0.557  -0.162  -2.834  0.150
C  2.527  0.737  -3.656  0.019
C  -0.623  0.055  -4.808  0.015
C  0.941  -2.306  -2.656  0.021
H  -1.022  -0.952  -5.048  0.000
H  -1.451  0.776  -4.671  -0.005
H  0.070  0.397  -5.601  0.000
H  3.305  -0.021  -3.442  0.000
H  2.415  0.889  -4.743  0.001
H  2.755  1.685  -3.141  -0.010
H  0.155  -3.070  -2.833  -0.002
H  1.931  -2.687  -2.331  -0.001
Se  1.708  0.402  1.883  0.076
C  0.973  0.178  3.582  0.002
C  0.062  1.147  4.060  0.014
C  -0.717  0.889  5.183  -0.005
C  -0.656  -0.363  5.816  0.015
C  0.368  -1.253  5.458  -0.005
C  1.220  -0.957  4.396  0.014
H  -0.100  2.054  3.482  -0.001
H  -1.380  1.664  5.563  -0.001
H  -1.386  -0.622  6.588  0.001
H  0.494  -2.180  6.017  -0.001
H  2.047  -1.613  4.139  -0.001

Its charge is -1. Its expectation value of S² is 0.755. As for the maximum force: 2.37 eV/Å. The multiplicity is 2. The calculation puts the calculated total energy at -3899.6762 Eh. The gap between HOMO and LUMO (alpha / beta) is 0.211 / 0.219 Eh.

Q: Number 1 is which compound?
A: C10H16BrNO4PdSe3

Q: Which formula does entry 1 have?
A: C10H16BrNO4PdSe3

Q: Which value of maximum force does entry 2 give?
A: 2.37 eV/Å